# 1
Molecular formula: C16H28Cl19I2NbO3P
Method: DFT, ωB97M-V/def2-TZVPD

Cartesian coordinates (Å):
C (-0.27, 6.26, 1.11)
C (0.32, 5.84, 2.43)
O (1.46, 5.04, 2.24)
C (1.31, 3.69, 2.71)
C (2.16, 2.71, 1.91)
Nb (1.07, 0.81, 1.39)
Cl (-0.44, 2.11, 0.02)
C (-0.34, -0.96, 1.54)
C (-1.50, -0.94, 2.49)
C (-2.72, -0.24, 1.94)
I (-2.13, -3.00, 2.99)
C (2.38, -0.05, -0.22)
C (1.87, 0.38, -1.58)
C (0.90, -0.45, -2.27)
O (2.26, -0.44, -2.67)
P (2.74, -0.44, 2.98)
O (2.66, -2.05, 2.56)
I (5.06, 0.05, 2.24)
H (-0.82, 7.18, 1.20)
H (-0.93, 5.49, 0.71)
H (0.54, 6.40, 0.40)
H (-0.42, 5.32, 3.04)
H (0.61, 6.73, 2.99)
H (1.60, 3.63, 3.76)
H (0.26, 3.44, 2.64)
H (3.05, 2.50, 2.49)
H (2.44, 3.19, 0.97)
H (0.31, 1.12, 3.03)
H (-0.69, -1.16, 0.53)
H (0.33, -1.76, 1.86)
H (-1.22, -0.50, 3.43)
H (-3.50, -0.18, 2.68)
H (-3.12, -0.78, 1.08)
H (-2.46, 0.77, 1.63)
H (2.34, -1.14, -0.24)
H (3.41, 0.29, -0.18)
H (1.81, 1.44, -1.74)
H (0.25, -0.03, -3.02)
H (0.59, -1.31, -1.69)
H (3.21, -2.25, 1.80)
C (1.45, -4.13, -0.07)
Cl (1.64, -5.16, 1.34)
Cl (2.31, -4.81, -1.46)
Cl (-0.25, -3.86, -0.43)
H (1.90, -3.17, 0.15)
C (-2.14, -5.59, -4.19)
Cl (-2.29, -5.44, -5.94)
Cl (-0.63, -4.93, -3.60)
Cl (-3.52, -4.81, -3.38)
H (-2.18, -6.64, -3.94)
C (-6.58, -3.12, -4.69)
Cl (-6.56, -2.69, -6.40)
Cl (-7.06, -1.75, -3.69)
Cl (-7.62, -4.52, -4.41)
H (-5.57, -3.41, -4.41)
C (8.99, -0.21, 4.27)
Cl (8.89, 0.12, 2.55)
Cl (10.62, 0.16, 4.88)
Cl (7.78, 0.68, 5.18)
H (8.82, -1.27, 4.42)
C (-11.88, -3.39, -4.87)
Cl (-11.95, -3.29, -6.63)
Cl (-10.42, -2.64, -4.25)
Cl (-13.33, -2.68, -4.14)
H (-11.86, -4.44, -4.60)
C (5.41, 4.90, -0.28)
Cl (6.85, 5.43, 0.60)
Cl (5.39, 3.15, -0.46)
Cl (3.94, 5.44, 0.52)
H (5.45, 5.34, -1.27)

Summary:
Frontier orbital gap, eV: 6.314
Total charge: -1
HOMO energy, hartree: -0.174

# 2
Molecular formula: C3H2O2
Method: DFT, ωB97M-V/def2-TZVPD

Cartesian coordinates (Å):
C (0.61, -0.37, 0.36)
C (-0.86, -1.05, 0.76)
C (-0.14, 0.63, -0.54)
O (0.45, 1.01, 0.58)
O (-1.41, -0.21, 0.02)
H (1.52, -0.96, 0.31)
H (-0.16, 0.96, -1.50)

Summary:
Frontier orbital gap, eV: 9.591
HOMO energy, hartree: -0.325
Energy relative to the best compared isomer or geometry (same formula, charge and spin), eV: 5.0154

# 3
Molecular formula: C35H45ClGeN4Zn
Method: DFT, ωB97M-V/def2-TZVPD

Cartesian coordinates (Å):
Zn (-1.67, -0.86, 0.09)
C (5.22, -0.71, -2.34)
C (4.88, -0.08, -0.97)
C (5.66, -0.81, 0.13)
C (5.31, 1.39, -0.99)
C (3.38, -0.24, -0.76)
C (2.81, -1.51, -0.65)
C (1.44, -1.63, -0.58)
N (0.59, -0.60, -0.59)
C (1.12, 0.63, -0.63)
C (2.50, 0.83, -0.72)
C (0.19, 1.78, -0.60)
C (0.63, 3.10, -0.43)
C (-0.27, 4.16, -0.49)
C (-1.60, 3.83, -0.72)
C (-1.96, 2.50, -0.85)
N (-1.10, 1.49, -0.77)
C (0.16, 5.60, -0.28)
C (-0.40, 6.08, 1.07)
C (-0.41, 6.48, -1.41)
C (1.68, 5.77, -0.27)
H (6.29, -0.59, -2.54)
H (4.66, -0.21, -3.13)
H (4.98, -1.77, -2.36)
H (6.73, -0.74, -0.07)
H (5.39, -1.86, 0.20)
H (5.47, -0.34, 1.10)
H (6.39, 1.44, -1.11)
H (5.06, 1.87, -0.04)
H (4.85, 1.93, -1.81)
H (3.41, -2.40, -0.64)
H (0.99, -2.61, -0.51)
H (2.88, 1.84, -0.80)
H (1.67, 3.28, -0.22)
H (-2.36, 4.59, -0.80)
H (-3.00, 2.23, -1.01)
H (-1.48, 5.96, 1.11)
H (-0.16, 7.13, 1.22)
H (0.04, 5.51, 1.88)
H (-1.50, 6.53, -1.38)
H (-0.11, 6.09, -2.39)
H (-0.03, 7.49, -1.31)
H (2.12, 5.26, 0.59)
H (1.93, 6.83, -0.20)
H (2.13, 5.37, -1.19)
C (-6.65, -0.11, -0.88)
Ge (-5.24, -1.43, -0.40)
C (-5.43, -2.98, -1.63)
C (-5.66, -2.03, 1.44)
C (-3.55, -0.47, -0.58)
H (-7.66, -0.54, -0.83)
H (-6.50, 0.28, -1.88)
H (-6.62, 0.73, -0.18)
H (-6.46, -3.32, -1.63)
H (-4.79, -3.80, -1.32)
H (-5.16, -2.70, -2.65)
H (-6.73, -2.24, 1.53)
H (-5.40, -1.25, 2.15)
H (-5.11, -2.94, 1.70)
H (-3.78, 0.48, -0.08)
H (-3.46, -0.23, -1.65)
Cl (-0.11, -5.55, -3.30)
C (-0.86, -4.99, -1.85)
C (-1.41, -5.88, -0.95)
C (-2.00, -5.37, 0.20)
C (-2.01, -4.00, 0.40)
N (-1.46, -3.15, -0.47)
C (-0.91, -3.63, -1.58)
H (-1.39, -6.95, -1.14)
H (-2.46, -6.03, 0.92)
H (-2.46, -3.56, 1.28)
H (-0.50, -2.91, -2.27)
C (-1.20, -0.93, 2.19)
C (0.14, -1.35, 2.55)
C (0.48, -2.71, 2.72)
C (1.76, -3.11, 3.03)
C (2.77, -2.16, 3.22)
C (2.45, -0.81, 3.08)
C (1.17, -0.42, 2.75)
C (4.08, -2.57, 3.59)
N (5.15, -2.89, 3.88)
H (-1.39, 0.10, 2.52)
H (-1.96, -1.59, 2.59)
H (-0.31, -3.45, 2.62)
H (1.99, -4.16, 3.16)
H (3.22, -0.06, 3.25)
H (0.95, 0.64, 2.66)

Summary:
Frontier orbital gap, eV: 6.813
HOMO energy, hartree: -0.258
Energy relative to the best compared isomer or geometry (same formula, charge and spin), eV: 0.0163